(one)
Density functional theory data (ωB97M-V/def2-TZVPD) for an isolated ion of composition C6H8O5P and charge -1.

Each line ends with the Mulliken charge.
Geometry (Å):
P -5.99 -0.11 0.07  0.465
O -3.09 -1.57 -0.48  -0.731
O -4.16 0.06 0.52  -0.341
O -0.69 -2.23 -0.46  -0.659
O -6.29 1.16 -0.57  -0.368
O -1.47 0.57 1.80  -0.900
C 0.87 -1.21 0.99  -1.284
C -3.05 -0.57 0.25  0.623
C -1.53 -0.02 0.71  0.223
C 0.18 1.51 -0.49  -1.158
C -0.32 -0.97 0.09  0.675
C -0.73 0.29 -0.64  0.002
H 1.75 -1.08 0.37  0.296
H 0.10 2.18 0.47  0.254
H -1.35 0.36 -1.60  0.283
H 0.77 -0.37 1.67  0.342
H -0.04 2.25 -1.45  0.250
H 1.20 1.32 -0.68  0.308
H -1.58 -2.02 -0.65  0.459
H 0.83 -2.28 1.53  0.261

Highest occupied orbital energy: -2.3526 eV
Charge: -1
SMILES: C[C@H]1[C@](C)(O)[C@]1([O-])C(=O)OP=O

=====

(two)
Density functional theory data (ωB97M-V/def2-TZVPD) for a 3-piece molecular cluster, C6H8O5P overall.

Each line ends with the Mulliken charge.
Geometry (Å):
P 4.63 -1.28 -1.23  0.277
O 2.32 -0.57 -1.23  -0.670
O 4.47 -2.01 0.02  -0.388
O -1.26 -0.42 -1.87  -0.703
O 0.76 -1.15 0.99  -0.576
O 1.43 0.97 -2.59  -0.536
C -1.57 1.79 0.44  -1.618
C 1.49 0.10 -1.76  0.608
C -0.52 -0.06 -0.95  0.103
C -0.33 0.99 0.10  -0.111
C -0.39 -0.49 0.47  1.149
C -1.63 -1.00 1.26  -1.388
H -1.47 2.89 0.23  0.359
H -1.97 -0.18 1.80  0.282
H -1.63 1.86 1.49  0.404
H -2.52 1.29 -0.01  0.249
H 0.50 1.53 0.26  0.531
H 1.44 -1.09 0.40  0.340
H -2.31 -1.22 0.40  0.298
H -1.46 -1.93 1.78  0.390

Highest occupied orbital energy (spin up / spin down): -3.7370 / -3.3319 eV
Charge: -1

=====

Bottom line: (one), by a margin of 0.776 eV.

=====

(one)
Density functional theory data (ωB97M-V/def2-TZVPD) for C5H6N as an isolated structure.

Each line ends with the Mulliken charge.
Geometry (Å):
N -0.36 -1.19 -0.54  -0.086
C 0.84 -0.66 0.61  -0.133
C 1.11 0.41 -0.32  -0.492
C -0.65 -0.61 0.73  -0.105
C -0.34 0.25 -0.61  0.410
C -1.44 0.52 0.23  -0.358
H -1.47 1.48 0.85  0.251
H 1.69 1.32 0.08  0.332
H -2.48 0.26 0.05  0.240
H 1.77 0.01 -1.22  0.278
H -0.53 -2.08 -1.01  0.289
H 1.54 -1.43 0.82  0.372

Highest occupied orbital energy: -14.5226 eV
Charge: +1

=====

(two)
Density functional theory data (ωB97M-V/def2-TZVPD) for an isolated ion of composition C5H6N and charge +1.

Each line ends with the Mulliken charge.
Geometry (Å):
N 1.11 0.45 0.36  -0.350
C -2.46 -0.23 -0.75  -0.294
C -4.24 0.08 0.90  -0.237
C -3.62 0.19 -0.16  -0.168
C 0.05 -0.16 -0.40  0.052
C -1.23 0.21 -0.16  -0.110
H 0.16 -1.10 -0.99  0.349
H 0.64 1.08 1.12  0.387
H 1.71 -0.31 0.89  0.421
H -1.43 0.89 0.73  0.210
H 1.82 0.96 -0.31  0.424
H -2.51 -0.91 -1.66  0.316

Highest occupied orbital energy (spin up / spin down): -13.6792 / -13.6801 eV
Charge: +1

=====

Bottom line: (two), by a margin of 0.473 eV.

=====

(one)
Density functional theory data (ωB97M-V/def2-TZVPD) for one molecule with the formula C16H21N3O3S2.

Each line ends with the Mulliken charge.
Geometry (Å):
S -1.97 -1.35 1.09  -0.247
S 1.03 1.82 2.20  1.342
O 0.83 0.40 2.03  -0.567
O 2.12 2.22 3.05  -0.651
O -1.28 1.59 4.91  -0.604
N -1.60 1.15 0.72  -0.158
N -1.81 0.54 3.01  -0.023
N -1.60 0.61 -0.49  -0.722
C -0.37 -1.94 -2.12  -0.789
C -2.77 -2.65 -1.63  -0.768
C 2.99 0.16 -1.69  -0.563
C 0.40 -2.58 -0.97  -1.148
C 1.99 0.92 -1.09  0.003
C 4.31 0.33 -1.31  -0.475
C 4.63 1.27 -0.34  -0.632
C 1.24 2.62 0.56  -1.136
C -1.76 0.29 1.67  0.305
C 3.64 2.03 0.25  -0.285
C -0.51 2.60 2.88  -0.898
C -1.78 -0.66 -0.52  0.052
C -4.22 -2.19 -1.53  -1.252
C -1.22 1.58 3.71  0.345
C -1.80 -1.48 -1.76  0.654
C 2.32 1.86 -0.12  0.074
H 2.73 -0.57 -2.44  0.420
H 1.50 3.65 0.78  0.541
H -4.36 -1.56 -0.66  0.290
H -0.45 -2.65 -2.95  0.489
H 0.28 2.53 0.06  0.595
H -2.52 -3.25 -0.75  0.368
H 1.35 -2.98 -1.33  0.400
H -4.89 -3.04 -1.45  0.412
H -1.11 2.90 2.02  0.521
H 0.96 0.79 -1.38  0.296
H -0.19 3.43 3.49  0.474
H 0.62 -1.85 -0.19  0.180
H -4.50 -1.62 -2.42  0.320
H -0.16 -3.40 -0.53  0.376
H -2.14 -0.82 -2.56  0.368
H 3.89 2.74 1.02  0.380
H 5.08 -0.26 -1.78  0.393
H -2.66 -3.29 -2.51  0.401
H 5.66 1.40 -0.04  0.384
H -2.13 -0.22 3.60  0.226
H 0.19 -1.07 -2.48  0.308

Highest occupied orbital energy: -9.3128 eV
SMILES: CCC(CC)c1nnc(NC(=O)CS(=O)(=O)Cc2ccccc2)s1

=====

(two)
Density functional theory data (ωB97M-V/def2-TZVPD) for one molecule with the formula C16H21N3O3S2.

Each line ends with the Mulliken charge.
Geometry (Å):
S -2.96 1.24 -0.49  1.395
S 2.46 0.47 0.50  -0.272
O -3.45 1.58 -1.80  -0.758
O 6.49 -1.73 0.17  -0.615
O -2.79 2.31 0.46  -0.727
N 4.34 -1.43 -0.31  -0.087
N 2.17 -1.60 -1.04  -0.696
N -3.92 0.01 0.11  0.227
C -5.34 0.14 -0.17  -0.744
C -4.29 -1.61 1.88  -0.735
C 5.52 0.27 1.06  -0.935
C 5.66 1.45 0.09  -0.181
C 0.95 -1.02 -0.98  -0.285
C -6.03 -1.18 0.14  -0.621
C 0.89 0.14 -0.17  0.775
C -1.38 -0.76 -1.46  -0.305
C 3.06 -0.97 -0.35  0.612
C 5.51 -1.03 0.31  0.460
C -5.79 -1.56 1.61  -0.721
C 5.61 2.78 0.83  -1.218
C -0.20 -1.47 -1.62  -0.901
C -1.41 0.37 -0.66  -0.490
C -3.65 -0.27 1.50  -0.625
C -0.29 0.85 0.00  -0.244
H 4.61 0.38 1.66  0.455
H -4.03 0.53 2.15  0.298
H -0.36 1.73 0.60  0.544
H 6.61 1.35 -0.44  0.358
H -5.78 0.95 0.44  0.333
H 4.66 2.89 1.34  0.286
H 5.73 3.60 0.13  0.359
H 6.38 0.25 1.73  0.433
H -7.10 -1.09 -0.06  0.342
H 4.86 1.42 -0.65  0.323
H -5.43 0.41 -1.22  0.429
H -6.25 -0.81 2.25  0.326
H 6.41 2.83 1.57  0.335
H 4.45 -2.29 -0.84  0.251
H -2.29 -1.07 -1.94  0.459
H -3.84 -2.40 1.28  0.290
H -4.10 -1.82 2.93  0.355
H -0.15 -2.36 -2.23  0.468
H -6.25 -2.52 1.83  0.331
H -5.62 -1.96 -0.50  0.295
H -2.56 -0.32 1.62  0.420

Highest occupied orbital energy: -8.9036 eV
SMILES: CCCC(=O)Nc1nc2ccc(S(=O)(=O)N3CCCCC3)cc2s1

=====

Bottom line: (two), by a margin of 1.258 eV.

=====

(one)
Density functional theory data (ωB97M-V/def2-TZVPD) for a 2-piece molecular cluster, C4H9O overall.

Each line ends with the Mulliken charge.
Geometry (Å):
O 2.04 0.76 0.31  -0.848
C -0.82 -0.06 1.18  -0.421
C -2.31 -0.84 -0.88  -0.690
C -2.06 -0.58 0.46  -0.055
C 2.61 0.64 -0.91  -0.554
H -2.97 -0.96 1.04  0.187
H 2.71 -0.45 -1.21  0.135
H 0.13 0.09 0.36  0.072
H -3.23 -1.40 -1.10  0.242
H -0.47 -0.85 1.95  0.180
H -1.51 -0.89 -1.66  0.266
H 2.00 1.16 -1.72  0.117
H 3.58 1.33 -1.01  0.176
H -1.10 0.90 1.75  0.193

Highest occupied orbital energy: -2.1025 eV
Charge: -1

=====

(two)
Density functional theory data (ωB97M-V/def2-TZVPD) for a 2-piece molecular cluster, C4H9O overall.

Each line ends with the Mulliken charge.
Geometry (Å):
O -0.56 2.48 -0.81  -0.908
C 1.77 1.58 -0.32  -0.937
C 0.81 0.40 -0.49  -0.045
C 0.25 1.77 -0.08  0.004
C 0.95 -0.72 0.50  -1.267
H 0.80 0.09 -1.52  0.393
H 0.05 1.75 1.00  0.221
H -6.04 -3.87 -0.05  -0.002
H 2.39 1.71 0.57  0.247
H 0.38 -0.46 1.39  0.312
H 0.53 -1.64 0.10  0.310
H 1.98 -0.93 0.83  0.279
H -5.39 -4.24 0.09  0.002
H 2.09 2.08 -1.21  0.389

Highest occupied orbital energy: -1.8022 eV
Charge: -1

=====

(three)
Density functional theory data (ωB97M-V/def2-TZVPD) for an isolated ion of composition C4H9O and charge -1.

Each line ends with the Mulliken charge.
Geometry (Å):
O 2.32 0.49 -1.23  -0.903
C -0.96 -1.28 0.42  -0.923
C 0.33 1.06 0.17  -0.680
C 1.05 0.31 -1.19  -0.208
C -0.68 0.14 0.98  -0.394
H -0.22 1.90 -0.16  0.197
H -0.32 -1.32 -0.52  0.198
H -0.39 -1.98 1.00  0.266
H 0.48 0.85 -2.00  0.136
H -0.22 -0.15 1.90  0.277
H 0.93 -0.70 -0.99  0.147
H -1.58 0.70 0.92  0.335
H -1.99 -1.50 0.07  0.313
H 1.25 1.48 0.63  0.237

Highest occupied orbital energy: -1.7863 eV
Charge: -1
SMILES: CCCC[O-]

=====

Bottom line: (two), by a margin of 0.301 eV.